w.
{"formula": "C4H5ClO", "method": "ωB97M-V with the def2-TZVPD basis set", "homo_energy_ev": -10.092, "orbital_gap_ev": 9.9, "e_lumo_ha": -0.00775, "total_charge": 0, "symbols": ["C", "C", "C", "C", "O", "Cl", "H", "H", "H", "H", "H"], "xyz": [[0.72955, 0.75228, -0.24598], [1.19856, 0.85142, 1.04973], [-0.62661, -1.00402, 0.37309], [-0.43083, 0.05594, -0.60429], [1.97589, 0.19310, 0.17964], [-1.85931, 1.46045, -0.28409], [0.94859, 1.73154, -0.87604], [0.15103, -0.52745, 1.19989], [-0.06366, -2.01299, 0.02324], [-1.48273, -1.51406, 0.87491], [-0.54049, 0.01379, -1.69010]]}



x.
{"formula": "C4H5ClO", "method": "ωB97M-V with the def2-TZVPD basis set", "homo_energy_ev": -9.657, "orbital_gap_ev": 10.6, "e_lumo_ha": 0.03400, "total_charge": 0, "smiles": "Cl/C=C\\[C@H]1CO1", "symbols": ["C", "C", "C", "C", "H", "H", "H", "H", "H", "O", "Cl"], "xyz": [[1.85424, 0.69962, -0.12766], [0.53490, 0.69121, -0.12445], [-0.39167, -0.52544, -0.32562], [-1.59498, -0.58338, 0.48791], [2.28884, 1.66991, 0.06710], [0.07366, 1.66745, -0.06411], [-0.00762, -1.45163, -0.73640], [-2.13865, -1.51357, 0.68853], [-1.86730, 0.20605, 1.18101], [-1.66089, -0.18500, -0.87010], [2.90946, -0.67523, -0.17622]]}



x is favored, and the nearest alternative lies 356.9 kJ/mol above it.



w.
{"formula": "C5H5NO", "method": "ωB97M-V with the def2-TZVPD basis set", "homo_energy_ev": -10.659, "orbital_gap_ev": 11.3, "e_lumo_ha": 0.02445, "total_charge": 0, "smiles": "C#C[C@@H](O)CC#N", "symbols": ["O", "C", "C", "C", "N", "C", "C", "H", "H", "H", "H", "H"], "xyz": [[0.15667, 1.07838, -1.71423], [-0.17720, 0.76991, -0.37778], [-1.10595, -0.48349, -0.33816], [-0.93835, -1.34860, 0.82956], [-0.78603, -2.05329, 1.73283], [1.00721, 0.59287, 0.47167], [1.95428, 0.37443, 1.18055], [0.91248, 0.52906, -1.96417], [-0.74730, 1.63144, -0.02072], [-2.15251, -0.17193, -0.39610], [-0.89783, -1.07665, -1.23322], [2.77452, 0.15786, 1.82977]]}



x.
{"formula": "C5H5NO", "method": "ωB97M-V with the def2-TZVPD basis set", "homo_energy_ev": -8.687, "orbital_gap_ev": 8.5, "e_lumo_ha": -0.00618, "total_charge": 0, "symbols": ["O", "C", "C", "C", "C", "C", "N", "H", "H", "H", "H", "H"], "xyz": [[1.57036, -0.33803, 2.13064], [0.59012, -0.48732, 1.43754], [-0.75096, 0.07336, 1.73817], [-1.86539, 0.49343, 1.93854], [0.38139, -1.09857, 0.10952], [0.19665, 0.07208, -1.88328], [1.04773, -0.40429, -0.79901], [-2.85400, 0.85440, 2.13986], [-0.77663, -0.34696, -1.63148], [0.14756, 1.15793, -1.74883], [0.49470, -0.19369, -2.89347], [1.81847, 0.21767, -0.53819]]}



w is favored, and the nearest alternative lies 261.8 kJ/mol above it.



w.
{"formula": "C4H12N3", "method": "ωB97M-V with the def2-TZVPD basis set", "homo_energy_ev": -13.341, "orbital_gap_ev": 4.9, "e_lumo_ha": -0.30861, "total_charge": 1, "symbols": ["C", "C", "C", "N", "C", "N", "N", "H", "H", "H", "H", "H", "H", "H", "H", "H", "H", "H", "H"], "xyz": [[1.31380, 1.02947, -0.44411], [1.52344, -0.45614, 0.07182], [2.90071, -0.71081, 0.65032], [-3.97800, 0.08093, 0.06299], [-2.83164, -0.72110, 0.10729], [-1.71321, -0.21566, 0.36461], [0.01216, 1.16215, -0.96986], [2.03637, 1.34243, -1.19342], [1.40092, 1.74154, 0.40267], [1.44721, -1.11605, -0.79311], [0.68074, -0.60550, 0.74733], [2.99862, -0.27059, 1.64480], [3.72535, -0.20312, 0.12398], [-4.82482, -0.46449, 0.04010], [-3.98684, 0.68496, 0.87213], [-3.07136, -1.79248, 0.08385], [3.26780, -1.73434, 0.57079], [-0.13863, 1.49877, -1.91302], [-0.76263, 0.75001, -0.42917]]}



x.
{"formula": "C4H12N3", "method": "ωB97M-V with the def2-TZVPD basis set", "homo_energy_ev": -11.438, "orbital_gap_ev": 7.0, "e_lumo_ha": -0.16411, "total_charge": 1, "symbols": ["C", "C", "N", "N", "H", "H", "H", "H", "H", "H", "C", "C", "N", "H", "H", "H", "H", "H", "H"], "xyz": [[0.22050, 1.28066, -1.60000], [0.72831, 1.50722, -0.36332], [1.78315, 0.62174, 0.12750], [-0.73688, 2.11492, -2.24842], [0.34555, 0.26307, -2.01872], [0.26442, 2.21335, 0.30526], [2.39098, 1.16947, 0.78939], [2.41558, 0.40537, -0.65766], [-1.28509, 2.75179, -1.60914], [-1.35705, 1.59456, -2.89035], [-1.51530, -1.14253, 0.85026], [0.42966, -2.23207, 1.58918], [-0.07736, -1.18158, 1.12272], [-1.68045, -1.46629, -0.17445], [-1.84684, -0.08981, 0.96990], [-1.93990, -1.87513, 1.53189], [-0.19250, -3.15226, 1.70916], [1.47753, -2.31560, 1.87501], [0.57569, -0.46688, 0.69176]]}



y.
{"formula": "C4H12N3", "method": "ωB97M-V with the def2-TZVPD basis set", "homo_energy_ev": -14.143, "orbital_gap_ev": 10.6, "e_lumo_ha": -0.13005, "total_charge": 1, "symbols": ["C", "C", "C", "C", "N", "N", "N", "H", "H", "H", "H", "H", "H", "H", "H", "H", "H", "H", "H"], "xyz": [[0.34637, -0.63809, -1.33840], [0.13409, -2.16238, -1.47415], [1.23852, 0.61357, 2.38787], [0.90885, 0.16760, 1.02366], [0.55568, -0.38985, 0.07922], [-1.17660, 1.79996, 0.94752], [-0.67238, 0.19899, -1.71284], [1.37952, -0.41538, -1.81981], [0.15625, -2.61174, -0.47499], [-0.84868, -2.38090, -1.86485], [0.85489, -2.69094, -2.07614], [0.58366, 1.53432, 2.42048], [2.22017, 0.95725, 2.44865], [0.89966, -0.25074, 2.96083], [-1.14223, 2.21648, 0.07720], [-1.94473, 1.21345, 0.85489], [-0.56009, 0.58187, -2.55645], [-1.60890, -0.16552, -1.54678], [-1.32406, 2.42204, 1.66407]]}



z.
{"formula": "C4H12N3", "method": "ωB97M-V with the def2-TZVPD basis set", "homo_energy_ev": -13.204, "orbital_gap_ev": 10.0, "e_lumo_ha": -0.11628, "total_charge": 1, "symbols": ["C", "C", "C", "H", "H", "H", "H", "H", "H", "N", "C", "N", "N", "H", "H", "H", "H", "H", "H"], "xyz": [[0.28346, -2.35305, 1.00218], [-0.44421, -1.26470, 1.71826], [-1.68401, -0.86432, 1.47001], [0.29466, -3.27372, 1.60299], [-0.16869, -2.61465, 0.05093], [1.33265, -2.09968, 0.87017], [0.10702, -0.80000, 2.53161], [-2.13782, -0.07782, 2.05804], [-2.29120, -1.35405, 0.72119], [1.58587, 1.97829, -1.73397], [0.47728, 1.46870, -1.18873], [0.34694, 0.16009, -1.03523], [-0.47729, 2.28992, -0.75423], [2.35784, 1.36624, -1.94320], [1.73505, 2.97456, -1.71365], [-0.46940, -0.24864, -0.60156], [0.96853, -0.44117, -1.54580], [-1.35554, 1.90530, -0.45567], [-0.46114, 3.24868, -1.05333]]}



z is favored, and the nearest alternative lies 213.6 kJ/mol above it.



w.
{"formula": "C4H12N3", "method": "ωB97M-V with the def2-TZVPD basis set", "homo_energy_ev": -13.874, "orbital_gap_ev": 10.6, "e_lumo_ha": -0.12061, "total_charge": 1, "smiles": "N/C=[NH+]\\CCCN", "symbols": ["C", "C", "C", "N", "C", "N", "N", "H", "H", "H", "H", "H", "H", "H", "H", "H", "H", "H", "H"], "xyz": [[-2.05035, 0.30977, 0.11533], [-1.26939, -0.88904, -0.58911], [0.20585, -1.03140, -0.00049], [2.96472, -0.56659, 0.33735], [2.12942, 0.53084, 0.29861], [0.85129, 0.34599, 0.10398], [-1.42590, 1.61210, -0.31385], [-3.08107, 0.06453, -0.06554], [-2.00014, 0.19830, 1.20739], [-1.15051, -0.64901, -1.62013], [-1.98059, -1.76485, -0.41322], [0.65278, -1.55746, -0.91967], [0.07508, -1.39890, 0.94495], [4.02753, -0.50942, 0.39944], [2.54577, -1.50991, 0.73286], [2.77731, 1.33469, 0.50622], [0.30561, 1.19072, -0.12819], [-1.91985, 2.05259, -1.08078], [-1.65757, 2.23705, 0.48486]]}



x.
{"formula": "C4H12N3", "method": "ωB97M-V with the def2-TZVPD basis set", "homo_energy_ev": -11.544, "orbital_gap_ev": 8.5, "e_lumo_ha": -0.11098, "total_charge": 1, "smiles": "N/C=C(\\N)CC[NH3+]", "symbols": ["C", "C", "C", "C", "N", "N", "N", "H", "H", "H", "H", "H", "H", "H", "H", "H", "H", "H", "H"], "xyz": [[-1.58074, -0.42506, -0.77254], [-0.40587, -1.22682, -0.18091], [0.60142, -0.32236, 0.46639], [0.56423, -0.05866, 1.77588], [1.36183, 0.81573, 2.45059], [1.32294, 0.46640, -0.50223], [-1.03797, 0.44964, -1.85467], [-2.06369, 0.19234, -0.01497], [-2.34559, -1.10605, -1.14295], [-0.72948, -2.07544, 0.41495], [0.07257, -1.62523, -1.08146], [-0.16429, -0.57255, 2.35918], [1.42565, 0.77562, 3.44815], [1.89405, 1.54603, 2.02064], [2.18000, 0.02128, -0.82544], [1.59700, 1.39023, -0.18807], [-0.94932, -0.09583, -2.71607], [-1.70177, 1.17326, -2.13250], [-0.04096, 0.67746, -1.52396]]}



x is favored, and the nearest alternative lies 89.3 kJ/mol above it.



w.
{"formula": "C4H12N3", "method": "ωB97M-V with the def2-TZVPD basis set", "homo_energy_ev": -12.140, "orbital_gap_ev": 9.1, "e_lumo_ha": -0.11327, "total_charge": 1, "symbols": ["C", "N", "C", "N", "H", "H", "H", "H", "H", "H", "H", "C", "C", "N", "H", "H", "H", "H", "H"], "xyz": [[-1.21707, -1.13675, -1.73094], [-1.19371, -0.32130, -0.51381], [-2.06365, 0.60829, -0.26865], [-1.97412, 1.46198, 0.73841], [-1.34200, -2.18404, -1.46552], [-0.27281, -1.02087, -2.25673], [-2.03767, -0.81065, -2.36364], [-0.37404, -0.42505, 0.10064], [-2.82238, 0.80125, -1.01861], [-1.18848, 1.44180, 1.37195], [-2.70061, 2.14714, 0.85956], [1.39745, -1.06820, 1.05122], [2.11556, 0.05910, 0.94435], [2.93968, 0.42745, -0.09390], [1.55385, -1.87975, 0.34854], [0.81995, -1.25433, 1.94439], [2.06186, 0.80116, 1.73548], [3.32943, -0.33972, -0.61978], [3.61644, 1.13315, 0.15320]]}



x.
{"formula": "C4H12N3", "method": "ωB97M-V with the def2-TZVPD basis set", "homo_energy_ev": -11.863, "orbital_gap_ev": 8.3, "e_lumo_ha": -0.13089, "total_charge": 1, "smiles": "NCC/C(N)=C/[NH3+]", "symbols": ["C", "C", "C", "C", "N", "N", "N", "H", "H", "H", "H", "H", "H", "H", "H", "H", "H", "H", "H"], "xyz": [[-1.37052, 0.77359, 0.91471], [0.11979, 0.48290, 0.99888], [0.68342, -0.31197, -0.13767], [0.08912, -0.46699, -1.31613], [0.70072, -1.34276, -2.32522], [1.89544, -1.00245, 0.10045], [-1.80120, 1.82540, 1.81243], [-1.88971, -0.12665, 1.21247], [-1.67374, 1.10845, -0.08171], [0.34387, 0.01224, 1.94483], [0.67241, 1.42269, 1.05929], [-0.94878, -0.20251, -1.44481], [0.82976, -2.30854, -1.98559], [0.14973, -1.40389, -3.17950], [1.62337, -0.97703, -2.55399], [2.06255, -1.19491, 1.07777], [2.74362, -0.59900, -0.28120], [-2.17899, 2.66439, 1.41976], [-2.05086, 1.64704, 2.76525]]}



w is favored, and the nearest alternative lies 86.3 kJ/mol above it.